Record 1
This record from the OMol25 dataset describes C4H10N2OS in the gas phase at a distorted geometry. The level of theory is ωB97M-V/def2-TZVPD.

Last column: Löwdin charge in e.
CARTESIAN COORDINATES (ANGSTROEM)
C1 3.231279 -0.951374 0.021323  -0.111
C2 1.973519 -0.089312 0.042906  -0.336
C3 -0.378916 -0.552017 -0.097574  -0.437
C4 -1.459731 -1.633040 -0.179512  -0.182
H1 3.290347 -1.544388 0.919045  0.058
H2 4.114136 -0.304644 -0.022168  0.067
H3 3.208032 -1.631615 -0.855600  0.078
H4 2.016325 0.592773 0.874843  0.080
H5 1.928443 0.543191 -0.866334  0.097
H6 -1.551997 -1.942932 -1.230945  0.129
H7 -1.128068 -2.497192 0.433984  0.128
H8 -2.757275 -1.101460 1.160411  0.087
H9 -1.939416 0.691066 -0.453724  0.085
H10 -0.493347 2.262714 1.316625  -0.148
N1 0.803751 -0.952700 0.135528  0.070
N2 -0.907437 0.699193 -0.382251  -0.365
O1 -2.747622 -1.179546 0.210531  -0.071
S1 -0.261082 2.218616 0.002739  0.773

Cartesian forces, eV/Å:
-0.1 0.2 -0.8
0.0 -0.2 -0.8
0.2 -0.5 0.2
0.3 -0.4 0.2
0.0 -0.3 0.3
0.0 -0.2 -0.1
0.1 0.4 0.5
0.0 0.3 0.5
0.0 -0.3 0.3
0.0 0.0 0.3
-0.1 0.5 -0.5
-0.1 0.0 0.5
1.0 -0.1 0.0
-0.1 -0.1 0.4
-0.4 0.3 -0.1
-0.9 0.3 0.0
0.0 0.0 -0.5
0.1 -0.1 -0.4

Values from the calculation:
- HOMO-LUMO gap: 0.355 Eh
- ΔE to the lowest compared entry with this formula, charge and spin: 41.03 kcal/mol
- HOMO level: -9.127 eV
- 2S+1: 1
- SMILES string: CC/N=C(/CO)NS
- Max |F|: 1.02 eV Å⁻¹

***

Record 2
This record from the OMol25 dataset describes 21 unconnected molecules or ions with the total composition C3H42O22S at a distorted geometry. The level of theory is ωB97M-V/def2-TZVPD.

Last column: Löwdin charge in e.
CARTESIAN COORDINATES (ANGSTROEM)
S1 1.483278 -2.899982 0.485360  0.821
O1 -0.063452 -1.550037 -0.943440  -0.072
O2 1.045926 -0.156539 0.521942  0.014
C1 0.867188 -1.434928 0.030781  -0.809
C2 -0.674914 -0.326351 -0.946772  -0.034
C3 0.024092 0.542963 -0.051172  -0.046
H1 -1.546772 0.007701 -1.566468  0.144
H2 -0.213614 1.609439 0.117941  0.134
O3 -1.727634 -1.633776 1.660628  -0.109
H3 -1.719848 -1.873261 0.677598  0.052
H4 -2.434869 -2.195828 2.116339  0.118
O4 0.484222 -1.750603 3.637119  -0.154
H5 -0.158502 -2.128036 2.952861  0.012
H6 0.551017 -0.751851 3.489498  -0.002
O5 -3.484080 -1.656429 -3.190417  -0.140
H7 -3.914770 -0.835623 -2.784778  0.012
H8 -3.365190 -2.344443 -2.458118  0.015
O6 -0.191967 -5.510162 -1.000827  -0.145
H9 -0.855500 -5.389128 -1.755039  0.062
H10 0.706342 -5.740756 -1.405338  0.070
O7 3.136212 2.139214 -0.070631  -0.104
H11 2.562227 1.406740 0.326588  0.063
H12 4.061466 1.762493 -0.231085  0.103
O8 -3.425075 2.585471 -2.054852  -0.117
H13 -2.889971 3.028906 -1.319466  0.054
H14 -3.546103 3.254743 -2.803977  0.112
O9 -1.348176 1.757926 -4.038008  -0.130
H15 -1.991300 1.867858 -3.264661  0.009
H16 -1.637216 0.951251 -4.576049  0.073
O10 1.657850 3.090506 2.005383  -0.119
H17 2.344706 3.182216 2.742661  0.117
H18 2.126118 3.229678 1.119316  0.056
O11 -1.690260 4.202344 -0.394440  -0.128
H19 -1.548540 4.409802 0.585681  0.043
H20 -0.790480 4.232339 -0.856239  0.023
O12 1.995208 -6.195415 2.392441  -0.130
H21 1.690970 -5.723190 1.550893  0.026
H22 1.742558 -5.620127 3.185519  0.070
O13 0.903726 3.857186 -0.946037  -0.102
H23 1.244246 4.569323 -1.579020  0.114
H24 1.485402 3.036225 -1.052961  0.053
O14 -3.002695 -3.061575 -0.541427  -0.095
H25 -3.992274 -2.919447 -0.385563  0.102
H26 -2.857520 -4.034457 -0.778463  0.096
O15 -0.716994 4.506648 2.420662  -0.117
H27 0.174912 4.065122 2.238127  0.017
H28 -1.101734 4.102701 3.264795  0.077
O16 1.047462 0.950103 3.813172  -0.102
H29 0.915260 1.777176 3.245517  0.036
H30 0.683110 1.140811 4.737640  0.101
O17 4.346762 -1.589462 -0.664108  -0.140
H31 4.212789 -1.678757 0.334811  0.005
H32 4.610969 -0.633099 -0.862407  0.054
O18 1.723886 -1.548639 -3.172413  -0.090
H33 1.343568 -1.853339 -2.285691  0.048
H34 2.637702 -1.968367 -3.284321  0.106
O19 2.614899 0.986044 -2.931050  -0.141
H35 2.103922 1.730673 -3.387332  0.063
H36 2.163838 0.109227 -3.157979  0.000
O20 -4.817311 0.356755 -1.632758  -0.127
H37 -4.583080 1.335246 -1.525729  0.034
H38 -5.124580 0.006192 -0.734732  0.083
O21 4.449370 -1.280414 2.384798  -0.117
H39 4.156128 -0.659040 3.127538  0.080
H40 5.454286 -1.208055 2.291686  0.080
O22 -2.811244 0.822518 2.244655  -0.132
H41 -2.202833 0.021477 2.135433  0.003
H42 -2.323112 1.516122 2.796380  0.048

Cartesian forces, eV/Å:
0.5 1.7 0.3
-0.7 2.1 0.5
-0.4 -1.8 -0.7
1.7 -3.0 1.1
0.7 5.1 1.9
-3.6 -1.7 -3.7
1.1 -1.1 0.5
0.6 -0.9 0.3
-1.1 -1.4 -0.6
-0.5 0.0 2.0
1.5 1.0 -1.3
-1.1 0.6 -1.2
1.4 1.2 1.3
-0.3 -2.0 0.0
-0.3 -0.1 1.6
0.6 -1.7 -0.3
-0.3 1.9 -1.3
0.2 -0.3 -2.0
1.9 -0.4 1.3
-2.1 0.6 0.5
0.6 -1.7 0.6
1.6 0.9 -0.9
-2.2 0.6 0.3
0.7 1.7 -0.6
-0.6 -0.1 -1.1
0.3 -1.2 1.9
-1.4 -1.2 0.2
0.9 -0.5 -1.6
0.4 1.7 1.4
1.7 0.5 0.4
-1.1 -0.1 -1.9
-0.4 -0.2 1.7
0.9 0.3 0.6
0.0 -0.4 -1.8
-1.5 -0.3 1.4
-0.9 1.7 -0.1
0.5 -0.7 2.1
0.4 -1.0 -2.0
1.8 0.1 -1.4
-0.4 -1.8 1.3
-0.8 1.6 -0.2
-1.5 -1.4 -0.3
2.0 -0.6 -0.4
-0.5 2.0 0.7
0.2 -1.3 1.3
-1.4 0.5 0.5
1.0 0.8 -1.9
-0.9 2.0 1.0
0.2 -1.6 1.1
0.7 -0.3 -2.0
0.4 1.6 1.0
0.2 0.5 -1.8
-0.6 -2.1 0.7
1.0 -1.4 1.1
1.1 0.3 -1.9
-2.0 0.7 0.6
-1.4 0.8 -1.0
0.9 -1.9 0.8
0.4 1.4 0.3
-0.5 0.4 2.1
-0.2 -1.6 -0.2
0.7 1.1 -1.9
1.4 1.3 0.9
0.8 -1.4 -1.6
-2.1 0.0 0.5
1.7 0.5 1.0
-0.9 1.4 0.2
-0.9 -1.7 -1.3

Values from the calculation:
- HOMO-LUMO gap: 0.305 Eh
- HOMO level: -8.684 eV
- 2S+1: 1
- Max |F|: 5.47 eV Å⁻¹

***

Record 3
This record from the OMol25 dataset describes a gas-phase ion, C5H5BrN (charge +1) at a distorted geometry. The level of theory is ωB97M-V/def2-TZVPD.

Last column: Löwdin charge in e.
CARTESIAN COORDINATES (ANGSTROEM)
C1 1.013751 -0.834258 0.149419  0.062
C2 0.169338 -2.029416 0.043259  0.127
C3 0.094022 0.215619 0.048393  -0.191
C4 -1.230941 -0.460774 0.007306  -0.497
C5 0.343960 1.646826 -0.085499  -0.014
N1 -1.175593 -1.743821 0.028667  0.091
Br1 -2.995183 0.552424 0.110320  0.820
H1 2.039756 -0.599080 0.395308  0.137
H2 0.410998 -2.998630 -0.362976  0.151
H3 1.233693 1.959948 -0.800963  0.175
H4 0.615319 2.058456 0.800589  0.072
H5 -0.519120 2.232706 -0.333827  0.070

Cartesian forces, eV/Å:
-2.1 1.5 1.0
0.2 1.7 -1.4
2.8 -0.8 -0.5
-4.2 0.4 0.3
1.0 0.1 -3.4
-0.3 0.3 0.4
3.1 -1.7 -0.2
0.2 -0.9 -0.5
0.5 -0.4 0.5
-1.8 -1.1 1.2
1.2 1.0 3.2
-0.6 0.0 -0.6

Values from the calculation:
- HOMO-LUMO gap (alpha / beta): 0.246 / 0.246 Eh
- Net charge: +1
- ΔE to the lowest compared entry with this formula, charge and spin: 80.28 kcal/mol
- HOMO level (alpha / beta): -15.131 / -15.133 eV
- 2S+1: 1
- SMILES string: CC1=CC=[N+]=C1Br
- Max |F|: 4.26 eV Å⁻¹